Molecular formula: C5H22NO4S2
Method: DFT, wB97M-V/def2-TZVPD

Last column: Mulliken charge in e.
Atoms and positions in Å:
H1 0.127433 0.387651 0.374749  -0.10
H2 -0.911012 -3.426147 -1.751156  0.48
H3 1.986744 -2.960166 -0.005468  0.56
H4 -0.619051 -1.438020 -0.715407  0.43
H5 0.678555 -3.228081 -2.467467  0.43
H6 0.591750 -1.143170 -1.893392  -0.63
H7 -0.727221 0.278771 3.817147  0.40
H8 0.137037 -4.011357 -0.940613  0.55
S1 0.724695 -2.440172 1.849609  -0.08
C1 0.284021 -1.907491 -1.027738  0.68
N1 -0.525477 1.234275 0.627630  0.02
O1 0.378767 3.661882 -0.033034  -0.58
H9 -0.168622 4.264149 0.223048  0.25
H10 1.416556 0.551812 -3.046607  0.23
H11 -2.519026 0.454240 1.593647  0.31
O2 2.157419 1.139983 1.931956  -0.61
H12 0.201467 1.942796 0.948988  0.46
H13 0.129815 -0.387288 -3.552310  0.34
H14 2.737641 1.753359 1.324299  0.30
O3 0.545047 0.458870 -3.151716  -0.64
S2 -0.915674 -1.645933 2.368337  -0.03
H15 2.738881 1.129948 2.733357  0.28
H16 1.981465 -1.243571 0.253293  0.43
H17 -1.154381 1.385223 -0.207402  0.29
C2 0.093826 -3.266676 -1.616165  -1.79
H18 -1.812854 1.880443 2.356658  0.34
H19 0.767330 3.902203 -0.917457  0.31
C3 -1.422825 0.904768 1.786138  -0.39
O4 -2.317599 1.229934 -2.037162  -0.61
C4 1.390813 -2.156773 0.176343  -0.88
H20 -2.696198 1.457727 -2.853329  0.28
H21 -3.156676 0.905998 -1.633835  0.31
C5 -0.592230 0.078743 2.742093  -0.31
H22 0.469582 0.252071 2.742966  -0.05

Atomic forces in eV per Å
-1.823 1.410 0.576
-2.727 0.075 -1.858
1.573 -2.327 -0.643
-0.864 0.086 1.017
1.009 -1.386 -1.733
0.100 -1.841 2.479
-1.024 -0.086 -0.348
1.856 -2.720 2.333
3.264 -2.364 0.055
2.900 0.834 0.117
0.335 -2.100 -0.426
6.101 -5.624 -3.738
-5.166 6.124 2.207
5.286 -0.536 -0.074
2.965 0.445 -0.473
2.749 2.161 -1.057
-1.508 -0.265 -1.160
2.126 2.258 0.874
-1.695 -1.712 1.529
-7.350 -1.296 -1.229
-2.549 0.683 0.004
-0.829 -0.219 -0.709
0.387 -0.135 0.112
1.494 0.779 0.402
-1.051 2.686 -0.293
1.458 -1.483 -1.610
-0.791 -0.159 1.487
-2.415 1.777 2.513
-0.897 -1.038 2.453
-3.703 5.067 -1.145
-0.065 0.902 -2.319
0.929 0.070 0.181
-0.384 -0.210 1.416
0.311 0.144 -0.942

2S+1 = 1
Total charge = +1
LUMO level = -2.8 eV

Molecular formula: S2
Method: DFT, wB97M-V/def2-TZVPD

Last column: Mulliken charge in e.
Atoms and positions in Å:
S1 -0.244935 -1.367950 -0.182152  0.00
S2 0.244935 1.367950 0.182152  0.00

Atomic forces in eV per Å
0.884 4.938 0.657
-0.884 -4.938 -0.657

2S+1 = 1
LUMO level = -4.6 eV

Molecular formula: C4H11NOSi
Method: DFT, wB97M-V/def2-TZVPD

Last column: Mulliken charge in e.
Atoms and positions in Å:
N1 0.076789 -1.453530 -2.788754  -0.41
C1 0.303805 3.011739 2.961468  -0.57
H1 -1.055648 -1.940930 -4.581393  0.22
C2 -0.848001 -2.269659 -3.511629  -0.63
H2 -0.307103 -0.488838 3.618346  -0.09
H3 0.355934 3.482704 3.885856  0.27
H4 -0.546882 3.440636 2.331358  0.20
H5 -1.838715 -2.365586 -3.028819  0.29
H6 0.176131 0.428761 -0.454655  0.28
H7 0.916420 -0.753872 0.351985  0.17
H8 1.176871 3.088171 2.441533  0.33
Si1 0.848914 0.383073 3.478598  0.04
C3 -0.170416 -1.145615 -1.583007  0.17
H9 -0.331523 -3.165386 -3.521526  0.28
H10 -1.122218 -1.472324 -1.057316  0.24
H11 1.753906 -0.054261 -1.067726  0.27
C4 0.737723 -0.446123 -0.720220  -0.86
O1 -0.125987 1.721041 3.245900  -0.18

Atomic forces in eV per Å
0.188 1.206 0.799
-4.062 0.238 -0.801
0.629 -0.176 1.330
-1.672 1.767 -0.880
-0.831 -0.817 0.201
0.216 1.530 1.453
1.288 -0.021 0.823
0.301 -0.140 0.038
-0.302 1.219 -0.009
-0.311 -0.898 -1.247
2.603 -0.022 -1.436
0.477 1.162 -0.298
-0.994 -2.329 -0.907
0.460 -2.340 -0.498
0.635 0.291 -0.685
-1.547 -0.935 -0.175
2.615 2.344 2.259
0.307 -2.077 0.033

2S+1 = 1
LUMO level = -0.3 eV

Calculated values (kcal per mole) of energy above the lowest of the compared OMol25 structures with the same formula, charge and spin for the records, taken in order: 94.68; 103.80; 73.75.